(1)
The following is a DFT calculation (ωB97M-V/def2-TZVPD) of a structure of composition C28H21N9O6PbSSe4Te.

ORCA input file:
```
! RIJCOSX wB97M-V def2-TZVPD def2/J DEFGRID3
* xyz -2 1
Pb -0.41 0.80 -0.92
C 1.41 2.38 -4.07
C 0.78 1.24 -4.49
C 1.07 0.02 -3.88
C 1.95 0.04 -2.80
N 2.46 1.19 -2.29
C 2.17 2.32 -2.92
N 2.49 -1.12 -2.27
C 1.90 -1.69 -1.29
N 0.78 -1.27 -0.59
C 0.46 -2.21 0.33
N -0.43 -2.34 1.25
C -1.04 -1.29 1.90
C -1.58 -1.68 3.11
C -2.15 -0.72 3.94
C -2.04 0.61 3.55
C -1.58 0.89 2.28
N -1.04 -0.02 1.47
C 1.46 -3.26 0.31
C 1.53 -4.43 1.03
C 2.58 -5.27 0.74
C 3.51 -5.04 -0.29
C 3.35 -3.89 -1.08
C 2.36 -3.02 -0.69
H 1.29 3.30 -4.59
H 0.10 1.27 -5.35
H 0.70 -0.93 -4.22
H 2.62 3.20 -2.51
H -1.63 -2.75 3.26
H -2.65 -0.94 4.86
H -2.43 1.42 4.14
H -1.55 2.84 2.74
H 0.76 -4.59 1.79
H 2.69 -6.20 1.28
H 4.40 -5.65 -0.40
H 4.02 -3.69 -1.94
N 3.50 -0.18 0.97
C 2.75 0.79 1.67
C 2.24 0.54 2.95
C 1.67 1.56 3.69
C 1.56 2.83 3.08
C 1.98 3.05 1.81
C 2.59 2.03 1.07
S 0.52 4.07 4.05
O 0.21 5.08 3.01
O -0.63 3.15 4.36
N -1.64 2.24 1.87
C -2.68 2.54 1.02
N -2.89 1.76 -0.03
C -3.98 1.95 -0.73
C -4.85 2.95 -0.46
C -4.44 3.87 0.51
N -3.37 3.70 1.23
H 3.22 -1.19 1.10
H 3.52 0.03 0.01
H 2.25 -0.47 3.38
H 1.28 1.36 4.70
H 1.86 4.07 1.42
H 2.93 2.20 0.07
H -4.09 1.27 -1.53
H -5.70 3.07 -1.12
H -5.01 4.82 0.72
Se -1.36 -3.26 -3.68
Se 0.16 -4.37 -4.75
Te -1.06 -1.80 -7.22
Se -2.28 -1.41 -5.16
O -4.07 -0.10 -2.79
Se -3.37 -1.19 -1.85
O -3.77 -1.02 -0.27
O -1.71 -0.78 -1.99
O -3.65 -2.69 -2.46
*
```

Kohn-Sham gap (spin up / spin down) = 4.18 / 4.18 eV
E_tot = -339834.907 eV
relative energy (zero: lowest compared OMol25 entry of this formula, charge and spin) = 1.796 eV
F_max = 2.45 eV/A

For reference, the Löwdin charges in units of e are: 1.44 -0.09 -0.08 -0.04 -0.42 0.09 -0.18 0.17 -0.31 0.03 -0.33 0.17 -0.33 -0.02 -0.03 -0.01 -0.32 0.12 -0.14 -0.01 -0.09 -0.08 -0.02 -0.11 0.09 0.11 0.06 0.10 0.11 0.09 0.11 0.10 0.12 0.09 0.09 0.12 0.10 -0.34 -0.06 -0.10 -0.35 -0.11 -0.07 0.68 -0.57 -0.59 0.13 -0.38 0.06 -0.15 -0.05 -0.16 0.14 0.10 0.03 0.10 0.11 0.11 0.08 0.04 0.10 0.11 0.13 0.01 0.08 -0.04 -0.54 0.64 -0.48 -0.77 -0.63

(2)
The following is a DFT calculation (ωB97M-V/def2-TZVPD) of a structure of composition C28H22AsF5N6O4PS4TeW.

ORCA input file:
```
! RIJCOSX wB97M-V def2-TZVPD def2/J DEFGRID3
* xyz -1 1
W -0.91 0.22 1.70
C 0.11 3.54 -1.33
C -0.26 2.91 -0.16
N -0.13 1.59 -0.01
C 0.43 0.93 -1.03
C 0.77 1.57 -2.21
N 0.60 2.88 -2.38
C 0.81 -0.45 -0.72
C 1.45 -1.36 -1.54
C 1.99 -2.51 -0.97
C 2.05 -2.60 0.41
C 1.41 -1.65 1.17
N 0.64 -0.71 0.59
C 1.48 -1.41 2.59
C 2.41 -2.01 3.45
N 2.57 -1.63 4.70
C 1.77 -0.62 5.10
C 0.83 -0.04 4.29
N 0.67 -0.44 3.02
C 2.51 -3.61 -1.83
C 2.28 -4.93 -1.47
C 2.76 -5.94 -2.28
N 3.44 -5.72 -3.41
C 3.65 -4.45 -3.75
C 3.21 -3.37 -3.00
H -0.01 4.62 -1.43
H -0.70 3.46 0.66
H 1.20 1.02 -3.04
H 1.52 -1.20 -2.60
H 2.59 -3.41 0.89
H 3.05 -2.80 3.07
H 1.89 -0.29 6.12
H 0.18 0.75 4.64
H 1.68 -5.15 -0.59
H 2.59 -6.98 -2.02
H 4.20 -4.29 -4.67
H 3.43 -2.36 -3.33
S -4.59 -2.56 3.61
As -3.54 -1.29 2.30
S -2.10 -0.02 3.70
S -1.38 -2.28 2.05
S -1.36 -3.37 0.32
C -3.42 -1.91 -2.38
C -4.64 -1.14 -1.96
O -4.41 -0.13 -0.93
P -3.07 0.62 -0.63
O -1.88 -0.24 -0.23
Te -3.23 2.15 1.16
O -2.66 1.24 -2.06
C -3.50 2.26 -2.63
C -2.87 2.70 -3.93
H -3.73 -2.66 -3.12
H -2.95 -2.42 -1.54
H -2.67 -1.26 -2.85
H -5.39 -1.79 -1.52
H -5.09 -0.61 -2.80
H -3.57 3.09 -1.92
H -4.50 1.87 -2.79
H -1.86 3.09 -3.76
H -3.48 3.49 -4.38
H -2.81 1.87 -4.63
F 3.68 5.71 2.76
C 2.72 4.77 2.73
C 1.48 5.01 3.30
F 1.24 6.19 3.88
C 0.50 4.05 3.26
F -0.68 4.34 3.80
C 0.68 2.78 2.66
O -0.35 1.97 2.70
C 1.95 2.58 2.09
F 2.28 1.45 1.44
C 2.94 3.56 2.12
F 4.12 3.30 1.55
*
```

Kohn-Sham gap (spin up / spin down) = 5.01 / 5.01 eV
E_tot = -182704.340 eV
relative energy (zero: lowest compared OMol25 entry of this formula, charge and spin) = 1.365 eV
F_max = 2.70 eV/A

For reference, the Löwdin charges in units of e are: 1.08 -0.10 -0.16 -0.02 -0.19 -0.06 0.09 -0.19 0.07 -0.16 0.03 -0.27 -0.06 -0.24 -0.06 0.09 -0.10 -0.14 -0.12 -0.17 -0.01 -0.14 0.05 -0.15 -0.02 0.11 0.05 0.12 0.12 0.13 0.12 0.11 0.07 0.11 0.10 0.10 0.11 -0.25 0.10 0.03 -0.09 -0.06 -0.10 -0.22 -0.29 0.13 -0.58 0.71 -0.28 -0.30 -0.07 0.08 -0.01 0.07 0.12 0.11 0.09 0.11 0.06 0.08 0.08 0.10 -0.16 -0.15 0.11 -0.14 0.11 -0.30 -0.38 -0.14 0.10 -0.15 0.11

(3)
The following is a DFT calculation (ωB97M-V/def2-TZVPD) of a structure of composition C28H22BF4I2IrN4O3.

ORCA input file:
```
! RIJCOSX wB97M-V def2-TZVPD def2/J DEFGRID3
* xyz 0 1
Ir 1.77 -0.91 -0.15
I -1.65 -5.45 -5.68
C -0.56 -4.10 -4.49
C 0.32 -3.20 -5.08
C 1.00 -2.31 -4.27
I 2.33 -0.93 -5.08
C 0.81 -2.25 -2.86
O 1.43 -1.33 -2.20
C -0.08 -3.20 -2.31
C -0.40 -3.18 -0.85
N 0.75 -2.97 0.04
C 0.37 -3.19 1.43
C 1.24 -2.48 2.42
C 1.13 -2.77 3.77
C 1.83 -1.99 4.68
C 2.64 -0.97 4.21
C 2.74 -0.77 2.84
N 2.03 -1.51 1.98
C -0.75 -4.10 -3.12
H 0.48 -3.19 -6.15
H -0.89 -4.12 -0.60
H -1.10 -2.36 -0.64
H 1.54 -3.57 -0.22
H 0.32 -4.25 1.68
H -0.63 -2.76 1.58
H 0.48 -3.56 4.09
H 1.72 -2.16 5.74
H 3.19 -0.34 4.89
H 3.40 -0.03 2.43
H -1.45 -4.79 -2.68
O -1.46 -1.02 2.37
C -1.14 -0.10 1.64
N -1.75 1.12 1.56
C -1.22 1.95 0.49
C -0.06 1.06 0.06
O 0.82 1.27 -0.77
N -0.08 -0.09 0.73
C -0.75 3.33 0.97
C 0.11 4.08 0.18
C 0.46 5.36 0.57
C -0.04 5.90 1.74
C -0.88 5.15 2.54
C -1.24 3.86 2.15
C -2.23 2.15 -0.65
C -3.59 2.25 -0.36
C -4.51 2.47 -1.37
C -4.08 2.62 -2.68
C -2.73 2.53 -2.97
C -1.81 2.29 -1.97
H -2.64 1.27 2.01
H 0.51 3.66 -0.73
H 1.13 5.94 -0.05
H 0.22 6.91 2.03
H -1.27 5.55 3.46
H -1.90 3.28 2.79
H -3.95 2.17 0.66
H -5.56 2.53 -1.13
H -4.79 2.81 -3.47
H -2.39 2.64 -3.99
H -0.76 2.21 -2.21
F 5.73 -1.17 -0.76
B 4.79 -1.29 0.20
F 3.97 -0.08 0.27
F 3.79 -2.28 -0.15
F 5.28 -1.56 1.46
*
```

Kohn-Sham gap (spin up / spin down) = 5.97 / 6.09 eV
E_tot = -72088.116 eV
relative energy (zero: lowest compared OMol25 entry of this formula, charge and spin) = 3.098 eV
F_max = 7.33 eV/A

For reference, the Löwdin charges in units of e are: 1.57 0.83 -0.74 -0.22 -0.63 0.93 -0.44 -0.28 -0.16 -0.14 -0.08 -0.14 -0.25 0.00 -0.03 -0.02 -0.08 0.00 -0.13 0.08 0.13 0.14 0.15 0.15 0.11 0.13 0.12 0.12 0.12 0.10 0.06 -0.51 0.16 -0.25 -0.44 0.00 0.09 -0.13 -0.01 -0.06 -0.09 -0.08 -0.03 -0.13 -0.03 -0.08 -0.08 -0.06 -0.01 0.14 0.11 0.11 0.10 0.10 0.11 0.11 0.10 0.10 0.11 0.11 0.19 -1.22 -0.02 0.02 0.16